Record 1
47
Properties=species:S:1:pos:R:3:forces:R:3:lowdin_charge:R:1 method="wB97M-V/def2-TZVPD" relative_energy_ev=2.428 smiles="CCOc1ccc(N([C@H](C)C(=O)NCc2ccco2)S(C)(=O)=O)cc1" homo_ha=-0.312 gap_ev=9.19 fmax_ev_per_a=0.92
C -6.049418 -3.146304 0.350439 0.0 0.4 -0.1 -0.064
C -6.377660 -1.669607 0.551943 -0.2 -0.4 0.2 -0.246
O -5.749291 -0.836630 -0.402817 0.2 0.2 -0.2 -0.049
C -4.428148 -0.542199 -0.281165 0.2 0.1 -0.1 -0.264
C -3.889162 0.227552 -1.313911 -0.2 -0.1 0.1 0.010
C -2.565922 0.612909 -1.294122 0.1 0.0 0.1 -0.019
C -1.736691 0.218766 -0.248329 -0.7 -0.4 0.1 -0.298
C -2.269198 -0.547425 0.778142 0.0 0.0 -0.3 -0.009
C -3.600104 -0.922125 0.771098 -0.3 -0.1 0.1 -0.001
H -3.974705 -1.506061 1.596227 -0.1 -0.1 0.1 0.108
H -1.630414 -0.833338 1.597553 0.1 -0.1 0.1 0.122
N -0.371236 0.584952 -0.154553 0.2 0.5 0.6 -0.144
S -0.076947 1.802414 0.972371 -0.1 0.6 0.4 0.645
O -1.135194 1.760780 1.934069 -0.3 0.1 -0.2 -0.277
O 1.258548 1.633594 1.464565 0.1 0.2 -0.2 -0.276
C -0.176627 3.365773 0.066182 0.1 -0.8 0.3 -0.088
H -0.122772 4.150925 0.808717 0.0 0.1 0.2 0.072
H 0.662639 3.426074 -0.616087 0.1 0.0 -0.1 0.050
H -1.130057 3.392203 -0.445258 -0.2 0.0 -0.1 0.067
C 0.406161 0.646279 -1.383037 0.3 0.0 -0.4 -0.299
C 0.354361 -0.691504 -2.123690 -0.1 0.2 0.1 -0.013
H 1.029870 -0.658460 -2.974744 0.0 0.0 -0.1 0.095
H 0.649375 -1.506774 -1.469052 0.0 -0.1 0.0 0.086
H -0.654352 -0.886997 -2.479280 0.0 0.0 0.0 0.077
C 1.856916 1.018791 -1.045956 -0.1 -0.2 -0.5 -0.509
O 2.342083 2.053952 -1.457637 0.2 0.3 -0.1 0.068
N 2.532360 0.078604 -0.367066 0.3 -0.3 0.0 0.083
H 1.989181 -0.610625 0.130458 0.0 0.0 -0.1 0.145
C 3.844542 0.367261 0.190989 0.1 0.0 -0.2 -0.082
C 4.637249 -0.885398 0.328482 -0.2 0.0 0.9 -0.267
C 4.776948 -1.751723 1.374127 -0.1 0.5 -0.4 -0.026
C 5.621845 -2.792983 0.918516 0.2 -0.1 -0.6 -0.066
C 5.927772 -2.483628 -0.369944 0.2 -0.7 0.6 -0.123
O 5.336916 -1.335716 -0.735558 -0.1 0.4 -0.4 0.056
H 6.534734 -2.979175 -1.101403 0.1 0.0 -0.2 0.118
H 5.952322 -3.646123 1.474349 0.1 -0.2 0.0 0.098
H 4.340231 -1.653198 2.346688 -0.1 0.1 0.2 0.110
H 4.331414 1.060019 -0.499307 0.0 0.0 0.2 0.136
H 3.723486 0.850685 1.166423 0.1 0.0 -0.1 0.132
H 0.039377 1.438878 -2.054000 0.2 -0.1 0.2 0.142
H -2.183710 1.219348 -2.101633 0.1 0.1 -0.1 0.117
H -4.538881 0.524914 -2.121923 -0.1 0.0 -0.1 0.120
H -6.128213 -1.347902 1.570102 -0.1 0.0 -0.1 0.117
H -7.446673 -1.503542 0.391464 0.2 0.0 0.1 0.123
H -6.336441 -3.453523 -0.652066 0.0 -0.1 -0.1 0.079
H -4.984760 -3.328708 0.473349 0.1 -0.1 0.0 0.067
H -6.596613 -3.744859 1.073471 0.0 -0.1 0.1 0.077



Record 2
47
Properties=species:S:1:pos:R:3:forces:R:3:lowdin_charge:R:1 method="wB97M-V/def2-TZVPD" relative_energy_ev=2.315 smiles="CCOc1cc(-c2noc(N)c2C(=O)OC)cc(OCC)c1OCC" homo_ha=-0.300 gap_ev=8.84 fmax_ev_per_a=1.46
C -2.889298 -3.797042 -0.756780 0.0 0.2 0.4 -0.060
C -3.255727 -2.961138 0.464881 -0.4 -0.3 -0.4 -0.235
H -3.773153 -3.574172 1.207377 0.0 0.1 -0.1 0.123
H -3.900975 -2.127885 0.172189 0.1 -0.2 0.1 0.108
O -2.103904 -2.489164 1.150341 0.3 0.4 0.1 -0.043
C -1.280382 -1.620897 0.483087 0.0 0.1 -0.1 -0.200
C 0.062006 -1.963158 0.400114 0.0 0.1 0.0 0.062
C 0.973939 -1.096250 -0.179556 -0.6 -0.1 0.0 -0.152
C 0.532595 0.094444 -0.744187 0.0 0.0 -0.1 0.037
C -0.810625 0.437994 -0.707301 -0.1 -0.1 0.0 -0.167
C -1.728441 -0.397441 -0.039964 -0.1 -0.1 0.1 -0.113
O -3.058393 -0.105839 0.095817 0.3 -0.2 -0.2 -0.051
C -3.454428 1.231969 0.358515 -0.4 0.5 0.2 -0.237
C -4.767152 1.175917 1.126952 0.4 -0.1 -0.2 -0.060
H -4.631324 0.633705 2.059224 0.0 0.0 0.1 0.078
H -5.110485 2.183368 1.345222 -0.1 0.1 0.0 0.074
H -5.520995 0.663361 0.535506 -0.1 0.0 0.0 0.076
H -2.687155 1.740145 0.953545 0.0 -0.1 -0.1 0.130
H -3.585876 1.776660 -0.583398 0.1 -0.1 0.2 0.120
O -1.339895 1.545816 -1.313638 -0.2 -0.4 0.2 -0.066
C -0.488832 2.500960 -1.912295 0.3 0.3 -0.1 -0.231
C 0.224253 3.378881 -0.889008 -0.2 -0.3 -0.2 -0.050
H 0.840003 4.113161 -1.401396 0.1 0.1 0.0 0.082
H 0.852677 2.773016 -0.243000 0.1 0.0 0.1 0.044
H -0.506649 3.898632 -0.273989 0.0 0.1 0.1 0.083
H -1.162660 3.109800 -2.522409 0.2 -0.1 0.0 0.126
H 0.231709 2.013896 -2.580387 -0.1 0.0 0.0 0.119
H 1.250409 0.725452 -1.240179 0.0 0.1 0.0 0.117
C 2.381729 -1.469254 -0.255942 0.9 -0.2 0.0 -0.193
N 2.730146 -2.671902 -0.622856 -1.4 -0.2 -0.1 0.129
O 4.108788 -2.736873 -0.625216 1.1 0.5 0.2 0.049
C 4.592898 -1.554034 -0.253187 -0.6 0.6 0.1 -0.306
N 5.907906 -1.323155 -0.203757 0.1 -0.3 0.0 0.203
H 6.554091 -2.090956 -0.245586 0.0 0.0 0.0 0.120
H 6.165491 -0.435184 0.210177 0.0 -0.1 0.0 0.100
C 3.542433 -0.672578 0.008664 0.4 -0.4 -0.1 -0.010
C 3.782573 0.627207 0.591724 0.1 -0.1 0.0 -0.445
O 4.906964 1.061962 0.776869 0.0 0.2 0.0 0.078
O 2.678119 1.293627 0.957670 -0.1 -0.3 -0.2 -0.040
C 2.899638 2.521946 1.633912 0.3 0.3 0.2 -0.052
H 3.649355 2.392984 2.417160 -0.1 0.1 -0.1 0.096
H 3.252384 3.284384 0.935176 0.0 0.0 0.1 0.100
H 1.944108 2.811284 2.064258 0.0 0.0 -0.1 0.095
H 0.388657 -2.902007 0.814736 0.0 -0.1 0.1 0.130
H -2.371862 -3.182073 -1.490256 0.0 0.0 -0.1 0.076
H -2.234480 -4.616495 -0.470050 0.1 -0.1 0.0 0.079
H -3.790172 -4.203069 -1.208774 -0.1 0.0 -0.1 0.074



Record 3
43
Properties=species:S:1:pos:R:3:forces:R:3:lowdin_charge:R:1 method="wB97M-V/def2-TZVPD" relative_energy_ev=0.400 spin_multiplicity=2 homo_ha="-0.091 / -0.064" gap_ev="5.62 / 4.83" fmax_ev_per_a=0.68 charge=-1
V 0.937725 1.352892 -0.969737 -0.1 -0.1 0.3 0.629
C 3.136356 0.027993 -2.042508 -0.2 0.1 0.2 -0.099
N 2.161039 -0.461607 -1.070526 0.3 -0.3 -0.3 -0.319
C 1.762703 -1.852608 -1.226170 0.0 0.0 0.2 -0.057
C 2.319328 0.063915 0.257281 -0.2 0.5 -0.4 -0.266
C 3.566823 0.264686 0.890168 -0.1 0.0 0.0 -0.054
C 3.632410 0.791439 2.146536 0.0 0.1 0.1 -0.123
C 2.433168 1.156105 2.832524 0.3 0.0 0.1 -0.116
C 1.215984 0.989039 2.256480 -0.1 -0.2 -0.3 -0.042
C 1.085823 0.433178 0.939453 0.0 -0.2 0.2 -0.347
N -0.110720 0.180888 0.273898 -0.3 0.1 0.2 -0.056
C -1.116490 -0.599069 0.751663 0.3 0.2 -0.2 -0.238
C -0.964287 -1.426279 1.875933 -0.1 -0.2 0.2 -0.043
C -1.969335 -2.292537 2.293582 0.1 0.1 -0.1 -0.133
C -3.165835 -2.352808 1.602633 0.0 0.0 0.0 -0.142
C -3.346097 -1.519183 0.496765 0.0 0.0 0.0 -0.059
C -2.360939 -0.645798 0.058012 -0.2 -0.2 0.1 -0.198
N -2.540811 0.174656 -1.083514 0.1 0.1 -0.1 -0.204
C -2.633933 1.596697 -0.779190 -0.1 0.0 0.0 -0.094
C -3.581305 -0.221300 -2.001225 0.0 0.0 0.0 -0.125
H 4.183699 -0.211349 -1.817595 0.0 0.0 0.1 0.077
H 2.907185 -0.384005 -3.024432 -0.1 0.1 0.0 0.083
H 3.003499 1.122054 -2.039664 0.5 0.0 -0.3 0.059
H 2.599264 -2.540144 -1.040173 0.0 0.0 0.0 0.085
H 0.958042 -2.060971 -0.523088 0.0 0.0 0.0 0.082
H 1.382200 -2.007135 -2.237467 0.0 0.0 0.0 0.083
H 4.482914 -0.012339 0.380938 0.0 0.0 0.0 0.098
H 4.599708 0.939400 2.610236 0.0 0.0 0.1 0.082
H 2.492163 1.584046 3.826901 0.1 0.0 0.0 0.087
H 0.309438 1.274061 2.776894 0.0 0.0 0.0 0.115
H -0.023187 -1.406201 2.411772 0.0 0.0 0.0 0.100
H -1.799952 -2.925295 3.157477 0.0 0.0 0.0 0.087
H -3.959316 -3.023300 1.909187 0.0 0.0 0.0 0.080
H -4.290937 -1.564811 -0.030307 0.0 0.0 0.0 0.087
H -3.604280 1.836297 -0.309636 0.0 0.0 0.0 0.083
H -1.826693 1.910005 -0.123103 0.0 0.0 0.0 0.057
H -2.541895 2.171962 -1.702100 0.0 0.0 0.0 0.078
H -4.598736 -0.057106 -1.604770 0.0 0.0 0.0 0.076
H -3.483272 0.372551 -2.911877 0.0 0.0 0.0 0.079
H -3.479835 -1.275377 -2.262254 0.0 0.0 0.0 0.086
C 0.832802 3.169764 -1.434780 0.2 0.1 0.1 -0.324
H 0.276150 3.252233 -2.396116 0.0 -0.2 0.0 -0.121
H 1.119444 4.175365 -1.118122 0.0 0.0 0.0 -0.132



Record 4
51
Properties=species:S:1:pos:R:3:forces:R:3:lowdin_charge:R:1 method="wB97M-V/def2-TZVPD" homo_ha="-0.258 / -0.258" gap_ev="5.90 / 5.89" fmax_ev_per_a=0.14
Ni -0.060893 -0.444406 0.623358 0.1 0.0 0.1 -0.234
O 1.189730 0.771641 2.535148 -0.1 -0.1 0.1 -0.191
C 2.400161 1.455568 2.270451 0.0 0.0 0.0 -0.254
C 3.602920 0.532585 2.231749 0.0 0.0 0.0 -0.162
C 3.343126 -0.743208 1.434829 0.0 0.0 0.0 -0.165
C 2.982028 -0.571457 -0.010252 0.0 0.0 0.0 -0.238
C 4.009728 -0.414848 -0.939453 0.0 0.0 0.0 -0.010
C 3.742925 -0.417654 -2.292254 0.0 0.0 0.0 -0.046
C 2.434669 -0.627252 -2.699293 0.0 0.0 0.0 -0.046
C 1.460360 -0.750170 -1.732664 0.0 0.0 0.0 -0.162
N 1.701346 -0.666607 -0.411732 0.0 -0.1 -0.1 0.042
H 1.287935 0.042779 3.186168 0.0 0.1 -0.1 -0.031
H 2.564613 2.249231 3.007708 0.0 0.0 0.0 0.120
H 2.261965 1.939017 1.297333 0.0 0.0 0.0 0.117
H 3.864091 0.231913 3.249807 0.0 0.0 0.0 0.120
H 4.459871 1.082751 1.831358 0.0 0.0 0.0 0.117
H 2.568308 -1.315794 1.940985 0.0 0.0 0.0 -0.018
H 4.245065 -1.358604 1.465592 0.0 0.0 0.0 0.127
H 5.023679 -0.323315 -0.572763 0.0 0.0 0.0 0.121
H 4.540823 -0.299070 -3.013508 0.0 0.0 0.0 0.112
H 2.163538 -0.701653 -3.742756 0.0 0.0 0.0 0.112
H 0.436289 -0.968363 -2.001997 0.0 0.0 0.0 0.038
Se -2.146723 -0.266613 1.624588 0.0 0.0 0.0 0.193
Se -2.461279 -2.573956 2.018392 0.0 0.0 0.0 -0.071
Te 0.040301 -2.724922 1.642133 0.0 0.0 0.0 0.490
Se 0.993052 -2.331412 3.857107 0.0 0.0 0.0 -0.123
Se -1.009862 1.302132 -2.006387 0.0 0.0 0.0 1.223
N -0.518228 1.317977 -0.283168 0.0 0.0 0.0 -0.291
C -0.807697 2.521340 0.200266 0.0 0.0 0.0 -0.351
C -0.660074 2.933820 1.562645 0.0 0.0 0.0 -0.033
C -1.008230 4.200635 1.888864 0.0 0.0 0.0 -0.051
C -1.516435 5.133252 0.922214 0.0 0.0 0.0 -0.069
C -1.691873 4.781082 -0.369829 0.0 0.0 0.0 -0.023
C -1.354105 3.447664 -0.767843 0.0 0.0 0.0 -0.377
N -1.524067 2.982904 -1.989026 0.0 0.0 0.0 -0.222
H -0.286760 2.225564 2.287810 0.0 0.0 0.0 0.085
H -0.911301 4.525745 2.916671 0.0 0.0 0.0 0.110
H -1.772027 6.132673 1.249089 0.0 0.0 0.0 0.105
H -2.087076 5.460834 -1.111560 0.0 0.0 0.0 0.114
C -2.901133 -4.094328 -2.597871 0.0 0.0 0.0 -0.032
N -3.378342 -2.995668 -1.786232 0.0 0.0 0.0 -0.185
C -4.707961 -3.100389 -1.226675 0.0 0.0 0.0 -0.057
C -2.572668 -1.980875 -1.448371 0.1 0.0 0.1 -0.401
O -1.405430 -1.859245 -1.812371 0.0 0.0 -0.1 -0.096
H -2.950586 -5.028579 -2.033878 0.0 0.0 0.0 0.094
H -1.870238 -3.898749 -2.878475 0.0 0.0 0.0 0.084
H -3.511670 -4.196885 -3.497403 0.0 0.0 0.0 0.091
H -4.789776 -3.992562 -0.601945 0.0 0.0 0.0 0.090
H -5.456528 -3.155660 -2.019936 0.0 0.0 0.0 0.090
H -4.910761 -2.229264 -0.606771 0.0 0.0 0.0 0.087
H -3.044775 -1.239616 -0.789842 0.0 0.0 0.0 0.056



Record 5
44
Properties=species:S:1:pos:R:3:forces:R:3:lowdin_charge:R:1 method="wB97M-V/def2-TZVPD" relative_energy_ev=14.985 smiles="Cc1ccc(/C=N/NC(=O)CCn2nc(C)cc2C)c(C)c1" homo_ha=-0.294 gap_ev=8.42 fmax_ev_per_a=16.84
C -5.683619 -0.203036 3.616214 -0.4 -5.6 -3.6 -0.041
C -4.591894 0.164894 2.875964 7.0 4.4 -4.0 -0.305
C -4.326782 -0.340037 1.683627 1.4 0.2 -4.2 0.013
C -3.183386 0.016996 0.779618 -5.3 -5.9 -1.5 -0.216
C -2.312342 0.787683 1.202372 7.8 8.5 5.2 -0.208
C -2.407585 1.461652 2.531285 -0.6 -1.6 -1.6 -0.065
C -3.486618 1.190309 3.202837 -5.4 -3.3 6.1 -0.028
H -3.671243 1.295174 4.366080 1.1 1.1 -2.2 0.143
H -1.668599 2.000899 3.070606 0.8 0.5 -0.4 0.092
C -1.057227 1.397795 0.646921 1.6 2.1 3.7 -0.108
N -0.430838 0.960236 -0.301161 -0.5 -2.9 -4.5 -0.005
N 0.643172 1.396062 -0.944091 -1.3 0.5 0.2 0.048
C 1.012254 0.949314 -2.253366 7.7 6.0 5.0 -0.285
O 2.113680 1.660336 -2.492024 -4.9 -3.7 -1.7 -0.031
C 0.537205 -0.362250 -2.680569 -1.1 7.7 -8.8 -0.191
H -0.463593 -0.029740 -2.818134 -1.8 -0.9 -0.2 0.128
C 0.790662 -1.329367 -1.836062 4.1 -7.0 9.0 -0.135
N 2.232294 -1.199477 -1.230901 -4.9 1.4 4.5 0.021
C 3.360292 -1.511536 -1.626532 7.6 0.1 -5.3 -0.372
C 4.432145 -1.033776 -0.805446 -5.9 -3.0 -2.1 0.059
C 3.679993 -0.864558 0.295564 10.3 3.7 6.7 -0.426
N 2.523756 -0.718723 0.122424 -13.3 -0.2 -1.4 0.140
C 4.262739 -0.280589 1.730778 -5.6 -4.2 -1.8 0.037
H 4.959098 -0.930253 2.058020 2.6 -2.4 1.0 0.012
H 3.424788 -0.402367 2.478138 0.8 1.0 -0.9 0.092
H 4.706878 0.588832 1.576102 1.3 4.2 -0.4 0.011
H 5.336106 -1.167346 -1.112332 5.6 -0.7 -0.9 0.044
C 3.590809 -1.919788 -3.024505 -0.1 0.0 -3.5 -0.030
H 4.630255 -2.146073 -3.428297 -1.2 -0.5 1.4 0.104
H 2.807340 -2.599875 -3.450324 1.0 -0.3 0.7 0.084
H 3.409601 -1.095064 -3.748601 -0.2 0.4 0.8 0.080
H 0.216810 -1.490571 -0.883056 0.1 1.1 -0.9 0.143
H 0.772580 -2.328939 -2.177458 0.0 -1.0 -1.1 0.123
H 0.951878 -0.419081 -3.768449 -0.5 -0.5 1.8 0.183
H 0.969935 2.306602 -0.582290 0.6 -0.6 -0.9 0.161
H -0.388637 2.227857 1.388381 -2.3 -1.7 -2.0 0.181
C -2.985607 -0.684448 -0.573256 13.5 8.8 4.8 0.046
H -3.780324 -0.803882 -0.891068 -13.2 -4.0 -6.1 -0.075
H -2.045819 -1.175179 -0.590555 0.0 -1.6 -0.2 0.059
H -2.572536 0.358266 -1.244122 -1.3 -2.9 1.4 0.166
H -5.027788 -0.838799 1.060621 -1.0 -1.2 0.2 0.104
H -5.224657 -0.981891 4.151987 -0.7 -1.6 1.4 0.109
H -6.415045 -0.500671 2.849302 -0.3 -0.4 1.0 0.124
H -5.975534 0.500020 4.154130 -3.0 6.0 5.1 0.014